ORCA calculation (wB97M-V/def2-TZVPD) on 10 unconnected molecules or ions with the total composition C23H50BFNO38PS9 at a distorted geometry.

LUMO, eV: -0.55
SMILES: CC(C)CCB(F)P(=N)(O)O.O=S1(=O)OCCO1.O=S1(=O)OCCO1.O=S1(=O)OCCO1.O=S1(=O)OCCO1.O=S1(=O)OCCO1.O=S1(=O)OCCO1.O=S1(=O)OCCO1.O=S1(=O)OCCO1.O=S1(=O)OCCO1
E_HOMO, eV: -9.6
Total charge: 0
DFT total energy, eV: -214146.70922
ΔE to the lowest compared entry with this formula, charge and spin, eV: 3.784

Positions of all 124 atoms, in Å:
C: 8.23463 -1.08022 -5.44629
C: 6.96986 -1.08982 -4.42736
C: 5.60912 -1.01821 -5.24014
C: 7.16728 -0.05001 -3.24890
C: 6.16164 1.17525 -3.15464
B: 6.65850 2.56869 -3.77299
F: 6.03088 3.74402 -3.25423
P: 7.96194 2.85090 -5.14783
N: 9.44140 2.46469 -4.75574
O: 7.97853 4.52208 -5.49859
O: 7.38227 2.10031 -6.54421
H: 8.55511 -0.00741 -5.58623
H: 9.06522 -1.62149 -4.89072
H: 7.97870 -1.61831 -6.40488
H: 7.00747 -2.13671 -3.96289
H: 4.80881 -1.58183 -4.64593
H: 5.21709 0.02117 -5.45082
H: 5.76331 -1.58817 -6.21723
H: 8.26148 0.28737 -3.26866
H: 7.07369 -0.62792 -2.26504
H: 6.01879 1.38633 -2.03413
H: 5.11601 0.99391 -3.55107
H: 9.42833 2.07705 -3.80431
H: 8.73997 4.72846 -6.08146
H: 6.54866 2.58956 -6.75305
O: 8.22279 6.94020 2.08220
S: 8.13657 5.98846 1.02482
O: 8.96579 4.83369 0.95833
O: 8.23849 6.78328 -0.38072
C: 7.06645 6.53116 -1.16018
C: 5.96409 6.26376 -0.15171
O: 6.59201 5.51559 0.89103
H: 7.25387 5.65268 -1.78283
H: 6.84254 7.38557 -1.79813
H: 5.13421 5.70426 -0.58156
H: 5.58871 7.19606 0.28006
O: 2.41698 -4.10570 -2.49077
S: 2.39386 -3.01025 -3.40887
O: 3.46652 -2.07541 -3.52074
O: 1.01853 -2.18801 -3.18274
C: 0.27570 -2.15995 -4.40559
C: 0.66808 -3.42939 -5.14424
O: 2.06338 -3.59172 -4.88497
H: 0.57457 -1.26931 -4.96514
H: -0.79293 -2.11589 -4.19980
H: 0.48217 -3.36189 -6.21532
H: 0.14473 -4.30006 -4.73891
O: 0.34827 -0.79684 -2.18028
S: -1.00811 -0.49447 -1.82946
O: -2.08929 -0.62907 -2.75227
O: -1.04867 0.99552 -1.19402
C: -1.58297 0.94025 0.13128
C: -1.22473 -0.44124 0.64645
O: -1.37868 -1.31014 -0.48485
H: -2.66691 1.07008 0.06905
H: -1.15891 1.73295 0.74620
H: -1.86273 -0.75663 1.46035
H: -0.17928 -0.48638 0.96544
O: 4.09046 -9.61036 0.06851
S: 3.33143 -9.37174 -1.11371
O: 2.77744 -10.42259 -1.89880
O: 4.19508 -8.40093 -2.08024
C: 3.45218 -7.20962 -2.34841
C: 2.56507 -7.00806 -1.13616
O: 2.14956 -8.32244 -0.75831
H: 2.85630 -7.37578 -3.24994
H: 4.12604 -6.36946 -2.51020
H: 1.70331 -6.37908 -1.35161
H: 3.12816 -6.57922 -0.30257
O: -2.09920 0.37866 2.98322
S: -2.25457 1.62487 3.67347
O: -3.42658 2.42886 3.55630
O: -0.95600 2.53870 3.35376
C: -0.29714 2.88477 4.57785
C: -0.60406 1.74370 5.52968
O: -1.95783 1.37679 5.24457
H: -0.71943 3.82409 4.93804
H: 0.76772 3.00773 4.41424
H: -0.49479 2.03286 6.57376
H: 0.03031 0.87641 5.32469
O: 1.42272 4.48528 5.66897
S: 2.56784 5.22495 6.10386
O: 2.53104 6.11688 7.20981
O: 3.17712 6.00589 4.82576
C: 4.53592 5.60751 4.62134
C: 4.62005 4.19016 5.15817
O: 3.79005 4.18752 6.32221
H: 5.17860 6.28482 5.18936
H: 4.79536 5.66421 3.56449
H: 5.63893 3.90065 5.41097
H: 4.20487 3.47206 4.44523
O: -5.34908 2.70780 4.17021
S: -6.20943 1.71131 3.63582
O: -6.15130 1.29244 2.27340
O: -7.74000 2.11193 3.99015
C: -8.34648 1.06242 4.74722
C: -7.20685 0.39623 5.49642
O: -6.11277 0.39558 4.57711
H: -8.81781 0.36739 4.04819
H: -9.10185 1.46657 5.42066
H: -7.45072 -0.61934 5.80579
H: -6.91295 0.98199 6.37202
O: -10.63339 -3.68317 2.73756
S: -9.49557 -2.94724 3.17960
O: -9.53727 -2.05737 4.29134
O: -8.88034 -2.15777 1.90922
C: -7.51981 -2.55224 1.71006
C: -7.43648 -3.97248 2.24038
O: -8.27311 -3.98210 3.40018
H: -6.88121 -1.87622 2.28522
H: -7.25490 -2.48920 0.65518
H: -6.41840 -4.26121 2.49743
H: -7.84641 -4.68803 1.52220
O: -16.18468 -1.92356 -0.70855
S: -14.85389 -2.11307 -1.18042
O: -14.53496 -2.22251 -2.56352
O: -14.21687 -3.37945 -0.39932
C: -13.03662 -2.97066 0.29518
C: -13.25015 -1.50276 0.61740
O: -13.91377 -0.96676 -0.52851
H: -12.18286 -3.10815 -0.37383
H: -12.89412 -3.57280 1.19185
H: -12.31420 -0.97690 0.80161
H: -13.91151 -1.37960 1.47966

Atom charges from the Löwdin analysis, given in e for atoms 1 to 99: -0.0842, -0.3748, -0.0924, -0.1855, -0.1279, -0.3344, 0.0485, 0.6188, -0.1654, -0.2225, -0.1971, 0.0381, 0.0803, 0.0732, 0.1286, 0.0374, 0.0685, 0.0830, 0.0986, 0.1167, 0.1228, 0.1137, -0.0202, 0.0736, 0.0814, -0.2264, 0.6274, -0.2177, -0.1831, -0.1622, -0.1722, -0.2070, 0.1222, 0.1400, 0.1357, 0.1324, -0.2234, 0.6767, -0.2376, -0.2983, -0.1506, -0.1591, -0.1869, 0.1464, 0.1224, 0.1381, 0.1339, -0.2282, 0.6850, -0.2223, -0.1804, -0.1680, -0.1807, -0.1767, 0.1423, 0.1243, 0.0989, 0.1404, -0.2250, 0.6323, -0.2241, -0.1890, -0.1799, -0.1834, -0.1915, 0.1350, 0.1297, 0.1224, 0.1366, -0.2448, 0.6850, -0.2371, -0.1872, -0.1888, -0.1546, -0.1736, 0.1306, 0.1091, 0.1409, 0.1344, -0.2492, 0.6599, -0.2022, -0.1812, -0.1587, -0.1654, -0.1842, 0.1392, 0.1317, 0.1404, 0.1324, -0.2457, 0.6430, -0.2244, -0.1835, -0.1691, -0.1672, -0.1935, 0.1104

=====

ORCA calculation (wB97M-V/def2-TZVPD) on 3 unconnected molecules or ions with the total composition C23H50Cl2FN7O8P at a distorted geometry.

LUMO, eV: -4.14
E_HOMO, eV: -11.4
Total charge: +1
DFT total energy, eV: -88519.42135
ΔE to the lowest compared entry with this formula, charge and spin, eV: 1.347

Positions of all 92 atoms, in Å:
C: -2.60249 -3.74022 2.20752
C: -3.41819 -2.75686 1.30630
C: -3.17997 -1.33348 1.83997
C: -4.19949 -0.28004 1.37122
C: -4.50246 -0.27799 -0.14155
C: -3.27604 -0.41402 -1.06296
C: -2.10021 0.54362 -0.69008
C: -0.82339 -0.11166 -1.30443
N: 0.25122 0.86663 -1.58208
C: 0.01683 1.71386 -2.75086
C: -0.09827 0.93958 -4.08381
O: 1.02213 0.14305 -4.37830
C: 0.85807 -1.24795 -4.12120
C: -0.14138 -1.94402 -5.05612
C: 1.27640 0.94075 -0.84809
N: 1.48899 0.15612 0.28959
C: 0.61978 0.39566 1.43214
C: 1.33623 0.55217 2.75920
O: 1.89954 -0.24314 3.34676
F: 1.22384 1.78981 3.28567
O: 1.75160 -1.17017 -0.01217
C: 2.85990 -1.70111 0.74919
C: 3.77168 -2.63268 -0.07513
C: 3.70107 -2.44340 -1.60873
N: 2.28443 1.86978 -1.20778
C: 3.51488 1.27445 -1.76215
Cl: 4.78922 0.91020 -0.55413
C: 3.99973 2.17204 -3.00282
C: 3.98727 1.36036 -4.31966
Cl: 5.71263 2.68393 -2.72243
P: 2.47299 3.10067 -0.05106
O: 1.15733 3.64416 0.17631
O: 3.40226 4.23935 -0.68464
O: 3.05907 2.62730 1.36511
H: -1.58398 -3.74844 1.79922
H: -3.00185 -4.75359 2.19428
H: -2.51975 -3.33789 3.21891
H: -4.48457 -3.02508 1.25654
H: -3.01654 -2.90536 0.29868
H: -2.13327 -1.06774 1.63605
H: -3.26328 -1.38329 2.93162
H: -3.82291 0.71748 1.63697
H: -5.14436 -0.43850 1.89462
H: -5.16797 -1.12186 -0.35428
H: -5.02623 0.63350 -0.44548
H: -3.57114 -0.09788 -2.07305
H: -2.90386 -1.43658 -1.17103
H: -1.93950 0.59117 0.38309
H: -2.34222 1.50740 -1.14016
H: -0.50572 -0.88892 -0.61122
H: -1.14554 -0.61261 -2.21556
H: 0.73159 2.52108 -2.87726
H: -0.95144 2.19818 -2.58911
H: -0.16080 1.70409 -4.86501
H: -1.05947 0.41498 -4.10274
H: 1.83468 -1.70117 -4.32742
H: 0.64302 -1.49101 -3.07222
H: -0.09686 -1.57361 -6.08004
H: -1.15049 -1.69772 -4.69047
H: -0.07785 -3.02903 -4.98130
H: -0.08390 -0.44483 1.51906
H: -0.00417 1.27469 1.24231
H: 3.42701 -0.85810 1.14386
H: 2.46461 -2.24106 1.61387
H: 4.79655 -2.39475 0.22583
H: 3.61561 -3.66524 0.24022
H: 4.47692 -1.72722 -1.89434
H: 4.00996 -3.38011 -2.07849
H: 2.71977 -2.14297 -1.97572
H: 3.24161 0.31429 -2.20458
H: 3.34522 3.03771 -3.05860
H: 5.01103 1.15712 -4.62803
H: 3.45300 1.93106 -5.07963
H: 3.47544 0.40012 -4.22728
H: 4.32559 4.08957 -0.40501
H: 4.01905 2.77568 1.41669
C: -6.97831 -2.70939 2.87519
O: -6.76917 -2.73071 1.67314
N: -7.32777 -1.56875 3.53862
N: -6.88047 -3.82350 3.65410
H: -7.50505 -1.53014 4.52474
H: -7.41319 -0.72947 2.99492
H: -6.62713 -4.68104 3.19776
H: -7.04878 -3.82896 4.64248
C: 3.31950 4.75690 5.47623
O: 4.05922 5.38578 6.20533
N: 2.22847 5.31634 4.87152
N: 3.51444 3.43180 5.19508
H: 1.60710 4.81271 4.26664
H: 2.05264 6.28758 5.05392
H: 4.30612 2.98544 5.62096
H: 2.91416 2.89509 4.59672

In elementary charge units, the Löwdin charges are: -0.0950, -0.2382, -0.2094, -0.1930, -0.1814, -0.1865, -0.1296, -0.0887, 0.1002, -0.0434, -0.1699, -0.1421, -0.2662, -0.0510, -0.2352, -0.0758, -0.0251, -0.4654, 0.2360, 0.0958, -0.0883, -0.1703, -0.1905, -0.0910, -0.0983, -0.6328, 0.7068, -0.6474, -0.1021, 0.6126, 0.3799, -0.2080, -0.0710, -0.1184, 0.0631, 0.0689, 0.0633, 0.0896, 0.0875, 0.0776, 0.1094, 0.1065, 0.0892, 0.1134, 0.1144, 0.1166, 0.0960, 0.0750, 0.1182, 0.1290, 0.1109, 0.1333, 0.1407, 0.1441, 0.1173, 0.1187, 0.0982, 0.0918, 0.0656, 0.0871, 0.1303, 0.1374, 0.0881, 0.1226, 0.1079, 0.1068, 0.0550, 0.0814, 0.0429, 0.0813, 0.0892, 0.0637, 0.0877, 0.0578, 0.0843, 0.0826, -0.6817, 0.0115, 0.1542, 0.1582, 0.0966, 0.1007, 0.1064, 0.0963, -0.6933, 0.0360, 0.1494, 0.1495, 0.0861, 0.1043, 0.1028, 0.0611

=====

Which of these has the highest DFT total energy? C23H50Cl2FN7O8P

=====

Which value of E_HOMO does entry 1 give? -9.6 eV

=====

Among the records above, which one has the highest E_HOMO? C23H50BFNO38PS9

=====

Which of these has the lowest total charge? C23H50BFNO38PS9